(1)
Formula: CH3NO2S
Source: the OMol25 dataset
Level of theory: ωB97M-V with the def2-TZVPD basis set

Output
**Orbital gap (alpha / beta)**: 9.087 / 6.483 eV
**HOMO energy (alpha / beta)**: -8.067 / -10.589 eV
**Spin multiplicity**: 3
**Expectation value of S²**: 2.013

Each line ends with the Mulliken charge.
Geometry (Å):
1 H 0.56 0.99 -0.02  0.200
2 O -1.74 -0.02 -2.04  -0.332
3 N 0.86 -0.85 0.28  -0.436
4 H 2.07 0.61 1.04  0.271
5 C 1.24 0.35 0.47  -0.188
6 H 1.46 -1.54 0.71  0.207
7 S -2.04 -0.33 -0.65  0.617
8 O -2.41 0.79 0.21  -0.339


(2)
Formula: C4H8OS
Source: the OMol25 dataset
Level of theory: ωB97M-V with the def2-TZVPD basis set

Output
**Orbital gap**: 9.941 eV
**HOMO energy**: -9.023 eV
**SMILES**: C[C@]1(CS)CO1

Each line ends with the Mulliken charge.
Geometry (Å):
1 H -0.57 1.80 -1.02  0.297
2 C -1.02 -0.80 -0.10  -0.737
3 H -1.14 -1.57 0.65  0.337
4 H -1.15 -1.34 -1.05  0.317
5 H 1.66 -1.24 -0.79  0.324
6 H 1.46 -1.35 1.05  0.346
7 H 1.30 1.78 -0.80  0.263
8 H 2.28 0.02 0.32  0.348
9 C 0.18 0.03 0.01  1.215
10 H -2.29 0.77 1.22  0.143
11 C 0.30 1.36 -0.57  -0.701
12 O 0.04 1.15 0.86  -0.517
13 C 1.49 -0.73 0.17  -1.371
14 S -2.55 0.14 0.05  -0.265


(3)
Formula: C4H14N2O
Source: the OMol25 dataset
Level of theory: ωB97M-V with the def2-TZVPD basis set

Output
**Orbital gap**: 9.703 eV
**HOMO energy**: -8.856 eV
**SMILES**: CCNCCN.O

Each line ends with the Mulliken charge.
Geometry (Å):
1 C 3.53 0.35 -0.46  -1.095
2 H -1.79 -1.83 1.65  0.255
3 H 2.37 2.13 0.01  0.326
4 N 1.32 0.56 0.75  -0.336
5 H -4.39 -0.24 -1.39  0.336
6 H -1.62 0.91 1.07  0.289
7 H -0.13 0.59 -0.67  0.311
8 O -5.31 -0.23 -1.65  -0.655
9 C 2.21 1.10 -0.29  -0.340
10 C 0.13 -0.09 0.15  -0.578
11 C -1.09 -0.06 1.11  -0.574
12 H 3.35 -0.73 -0.35  0.344
13 H -0.62 0.00 2.10  0.338
14 H 3.92 0.36 -1.50  0.327
15 H 1.74 1.08 -1.28  0.253
16 H -5.96 -0.82 -1.33  0.316
17 H 1.75 -0.11 1.38  0.238
18 H 0.34 -1.00 -0.45  0.298
19 N -2.04 -1.15 0.94  -0.572
20 H 4.29 0.78 0.17  0.276
21 H -2.00 -1.59 0.04  0.241


(4)
Formula: H4O2Si
Source: the OMol25 dataset
Level of theory: ωB97M-V with the def2-TZVPD basis set

Output
**Orbital gap**: 9.452 eV
**HOMO energy**: -9.341 eV

Each line ends with the Mulliken charge.
Geometry (Å):
1 H -1.35 0.33 -0.94  0.391
2 H 1.24 0.06 -1.17  -0.100
3 Si 0.86 0.04 0.13  0.572
4 H 1.29 1.13 0.90  -0.102
5 O -2.32 -0.35 0.32  -0.470
6 H 1.13 -1.06 1.06  -0.068
7 O -0.84 -0.14 -0.31  -0.223


(5)
Formula: C35H28Cl6I2N3O3P2Y
Source: the OMol25 dataset
Level of theory: ωB97M-V with the def2-TZVPD basis set

Output
**Orbital gap**: 6.985 eV
**HOMO energy**: -12.409 eV
**Total charge**: +2

Each line ends with the Mulliken charge.
Geometry (Å):
1 C 1.44 -2.93 5.14  -0.588
2 H 3.57 3.48 -0.56  0.399
3 C 0.76 -4.00 4.58  -0.820
4 I 0.58 0.55 -4.16  0.071
5 H -4.93 3.11 1.11  0.426
6 H 0.09 -5.63 0.46  0.510
7 C 2.83 -3.23 -2.12  -0.765
8 H -3.97 -6.40 -0.66  0.409
9 P 1.67 1.85 -0.48  0.995
10 H 4.06 1.95 0.23  0.396
11 N 3.90 1.83 -1.87  -0.063
12 C 3.69 -4.34 -0.16  -0.728
13 H 4.69 -4.30 -2.05  0.427
14 H 4.45 -4.93 0.33  0.436
15 H -4.50 4.19 -1.07  0.304
16 C 2.57 -3.94 0.56  -0.470
17 Cl -2.27 6.97 0.58  -0.135
18 Cl 1.40 -0.17 2.24  0.189
19 H 2.37 3.35 1.67  0.099
20 H -0.24 -4.74 2.83  0.475
21 N -0.72 1.96 1.67  -0.469
22 H 0.82 1.28 1.16  -0.649
23 C 1.38 2.92 1.85  0.070
24 Cl -1.07 7.47 -2.23  -0.103
25 H -1.23 1.40 2.31  0.116
26 Cl 0.65 5.19 -3.57  -0.119
27 C -0.07 3.58 0.12  0.089
28 N -2.55 1.02 0.05  -0.435
29 C -2.51 -3.46 0.12  -0.197
30 H -4.50 -4.00 -0.47  0.436
31 C -1.22 -3.92 0.39  0.407
32 C -0.92 -5.28 0.28  -0.251
33 C -2.40 1.54 -1.25  0.688
34 C 3.44 2.40 -0.54  -1.131
35 C 3.82 -3.98 -1.49  -0.600
36 Y -0.35 -0.10 -0.09  0.987
37 H -3.60 1.13 1.79  0.544
38 C 1.65 -1.76 4.42  -0.695
39 H 2.18 -0.93 4.86  0.567
40 H 0.91 -2.30 -1.92  0.325
41 H -1.69 -7.22 -0.20  0.421
42 C -1.13 1.46 -3.32  -1.022
43 H 3.38 2.30 -2.62  0.338
44 C 1.70 -2.85 -1.42  -0.327
45 H 0.60 -4.90 5.15  0.455
46 C -3.20 -5.70 -0.36  -0.517
47 Cl 0.38 2.29 0.84  0.543
48 H 2.94 -2.96 -3.17  0.497
49 C 0.30 -3.91 3.27  -0.339
50 C -3.04 2.72 -1.69  0.760
51 C -0.74 6.03 -1.39  0.718
52 Cl -1.64 4.49 2.15  -0.100
53 C -1.24 5.80 -0.12  -0.085
54 H 3.55 0.86 -1.89  0.196
55 C -3.46 1.57 0.81  -0.132
56 C -1.91 -6.16 -0.10  -0.774
57 C -3.50 -4.35 -0.25  -0.815
58 C 0.51 -2.76 2.52  -0.649
59 C 0.31 3.90 -1.28  -0.799
60 C -3.97 3.29 -0.78  -0.615
61 C -0.93 4.62 0.59  0.278
62 O 1.84 0.34 -0.80  -0.572
63 C 1.57 -3.21 -0.07  0.769
64 H -2.73 -2.40 0.19  0.207
65 H -1.46 3.09 -4.70  0.578
66 H -0.19 1.82 -0.04  -0.346
67 O 1.17 2.65 -1.86  -0.276
68 C -1.74 2.64 -3.75  -0.095
69 C 0.04 5.04 -1.97  -0.305
70 H 1.80 -2.99 6.16  0.416
71 H 4.90 1.89 -2.03  0.424
72 H 2.47 -4.22 1.60  0.426
73 C -2.72 3.23 -2.98  0.016
74 H 1.29 3.06 2.93  0.315
75 O -1.12 -0.39 -1.89  -0.857
76 C 1.19 -1.70 3.12  1.010
77 C -1.55 0.83 -2.16  0.626
78 C -4.20 2.71 0.43  -1.225
79 P 0.04 -2.68 0.75  1.528
80 I -3.69 4.91 -3.72  0.184


(6)
Formula: C4H2F2
Source: the OMol25 dataset
Level of theory: ωB97M-V with the def2-TZVPD basis set

Output
**Orbital gap**: 10.154 eV
**HOMO energy**: -11.256 eV

Each line ends with the Mulliken charge.
Geometry (Å):
1 C 0.01 0.11 -1.00  -0.042
2 C 0.11 0.56 0.42  0.847
3 H 0.39 -1.59 0.35  0.248
4 F -0.55 1.57 0.91  -0.185
5 C 0.14 0.49 -2.20  -0.183
6 F 1.60 0.72 1.00  -0.331
7 C -0.32 -0.80 0.19  -0.611
8 H -1.37 -1.05 0.32  0.257


How do the records compare in energy above the lowest of the compared OMol25 structures with the same formula, charge and spin? In the order shown, they have 116.6; 132.7; 212.3; 691.8; 494.4; 330.9 kJ/mol.